81
Properties=species:S:1:pos:R:3:forces:R:3 method="wB97M-V/def2-TZVPD" charge=0 homo_lumo_gap_ev=8.6 de_lowest_ev=0.000 multiplicity=1
Na 2.6229 0.9484 -1.6424 -0.5 -0.3 0.1
Na 1.3332 -3.5445 -2.6544 -0.2 0.8 0.0
P 0.8981 -1.5161 -0.1825 -3.0 2.7 1.5
F 1.8050 -0.2309 0.3027 0.5 -0.6 0.1
F 1.3846 -1.1419 -1.7041 1.0 -0.3 -0.7
F 2.1079 -2.5318 -0.0152 0.0 -0.2 0.2
F -0.0295 -2.6534 -0.8844 0.4 -0.9 0.4
F 0.2777 -1.6903 1.3322 1.5 -0.9 -1.5
F -0.3254 -0.4681 -0.4081 0.2 0.0 -0.4
P 1.5232 -0.1832 -5.2093 -2.1 -0.9 -3.6
F 0.4975 -0.7159 -6.3927 0.1 -0.2 1.2
F 1.1217 1.3378 -5.6481 0.4 -0.7 1.3
F 0.2866 -0.2874 -4.1011 0.9 0.5 -0.7
F 2.5345 0.2757 -4.0824 0.7 0.9 1.0
F 1.8995 -1.7588 -4.8097 -0.1 0.1 0.0
F 2.6783 -0.1856 -6.3754 -0.1 0.0 1.5
C -3.0861 -3.5215 -4.7046 -0.8 0.8 -0.7
C -2.4472 -2.2228 -4.1930 -0.2 -1.2 -0.6
C -2.8766 -0.8921 -4.8234 -0.4 -0.4 -0.6
O -3.1438 -0.0415 -3.7023 0.5 -0.7 0.6
C -2.9805 -0.7757 -2.5577 -0.4 1.3 1.0
O -3.1192 -0.3857 -1.4334 -0.2 0.6 -0.6
O -2.6813 -2.0365 -2.7903 0.8 -1.0 -1.3
H -2.7672 -3.5748 -5.7456 0.1 -0.4 -0.1
H -4.1736 -3.4718 -4.7576 -0.2 0.3 0.2
H -2.9033 -4.4712 -4.2017 0.7 0.4 0.3
H -1.3994 -2.2825 -4.4872 0.5 -0.1 1.1
H -3.7511 -0.9327 -5.4728 -0.3 -0.2 0.3
H -2.0640 -0.5631 -5.4712 0.1 0.6 0.5
C -2.8278 2.9742 0.5189 0.8 0.1 -1.6
C -2.1506 1.7265 1.0745 1.4 0.0 -1.4
C -0.8168 1.9258 1.8844 -1.2 1.0 -2.7
O -1.1459 1.4600 3.1327 0.6 -0.5 1.5
C -2.4322 1.0431 3.2123 -0.5 1.8 1.5
O -2.9764 0.8894 4.2866 0.5 -0.7 -2.4
O -2.9749 1.1204 1.9727 -2.1 -1.7 2.9
H -2.0653 3.5355 -0.0212 0.5 0.6 0.6
H -3.3931 3.6170 1.1937 0.3 -0.3 0.3
H -3.4291 2.8094 -0.3752 -0.7 -0.8 0.4
H -1.9421 0.9503 0.3382 -0.2 0.6 -0.6
H -0.6706 3.0029 1.8033 0.5 0.2 0.9
H 0.0177 1.4292 1.3892 0.0 -0.3 0.5
C 3.9214 -1.0303 2.7886 0.4 0.5 -0.8
C 3.7121 -1.5909 4.1491 -1.0 0.2 0.3
C 4.6574 -2.6049 4.7110 -1.0 -0.2 -1.4
O 4.5574 -2.2987 6.0987 1.4 -2.6 0.6
C 4.2265 -1.0309 6.2712 0.3 1.6 1.4
O 4.3130 -0.3713 7.2832 -0.2 -1.3 -1.3
O 3.8157 -0.5884 5.1085 -0.4 3.5 -0.2
H 3.2503 -0.2148 2.5189 -0.7 -0.5 0.2
H 3.8802 -1.8241 2.0427 -0.1 0.1 -0.1
H 4.8655 -0.4940 2.6932 0.5 -0.5 0.3
H 2.7023 -1.9573 4.3341 -0.3 -0.3 -0.8
H 5.6305 -2.5283 4.2258 0.5 0.1 0.8
H 4.1934 -3.5362 4.3863 0.5 -0.6 1.0
C 4.2505 6.3445 -0.1397 -1.1 -1.4 -0.2
C 2.8222 5.9706 0.4542 1.8 1.2 -0.4
C 1.6481 5.8033 -0.4666 -0.1 0.8 0.0
O 1.1156 4.5145 -0.1201 -0.4 -1.2 -1.0
C 2.0521 3.7906 0.5482 0.8 1.6 -0.4
O 2.2012 2.6118 0.7004 -1.0 0.2 -0.6
O 2.9458 4.6701 0.9863 1.5 -0.3 1.6
H 4.3220 7.2888 -0.6794 -0.2 0.2 0.6
H 4.5378 5.5950 -0.8772 -0.3 -0.2 -0.2
H 4.9975 6.1808 0.6370 -0.1 0.7 0.2
H 2.5957 6.7628 1.1678 0.0 -0.6 0.8
H 2.0327 5.9387 -1.4774 -0.6 -0.8 -0.4
H 0.8900 6.5600 -0.2647 -0.1 -0.3 -0.2
C -4.5137 -1.7552 2.0084 1.6 0.1 -0.1
C -4.1357 -3.0633 1.3247 -0.6 1.6 -0.5
C -2.8111 -3.0392 0.5031 -2.0 0.3 0.8
O -2.0777 -4.1232 1.1049 0.8 0.3 -0.7
C -2.7134 -4.6794 2.1486 -0.3 -0.9 1.6
O -2.2552 -5.5545 2.8852 -1.5 2.6 -2.3
O -3.9669 -4.0887 2.2691 1.1 -1.6 0.4
H -5.4079 -1.7583 2.6318 0.0 -0.3 -0.3
H -4.5598 -1.0046 1.2194 -0.3 0.2 0.1
H -3.6502 -1.4814 2.6146 -0.2 0.2 0.4
H -4.9588 -3.1808 0.6199 -0.2 -1.3 0.1
H -2.3749 -2.0406 0.5295 0.8 -0.4 0.5
H -3.1273 -3.1584 -0.5332 0.8 -0.8 -0.1

---

12
Properties=species:S:1:pos:R:3:forces:R:3 method="wB97M-V/def2-TZVPD" charge=0 homo_lumo_gap_ev=9.5 de_lowest_ev=4.981 multiplicity=1
O -1.7005 1.3828 1.2881 0.1 -0.1 -0.1
C -0.9878 0.5527 0.6640 -0.1 0.0 0.2
C -0.8511 -0.2170 1.7939 -0.1 0.1 -0.1
C 1.4010 -0.7594 -0.5288 0.3 -0.1 0.1
O 0.1504 -0.5364 -1.1548 0.0 0.0 -0.1
C -0.4641 0.6447 -0.7355 -0.1 0.1 0.0
H -1.6426 -0.9431 1.9882 0.0 0.1 -0.1
H 1.2994 -0.8505 0.5607 0.0 0.0 -0.2
H 2.1017 0.0595 -0.7476 -0.1 -0.1 0.0
H 1.7950 -1.6919 -0.9368 0.0 0.1 0.1
H -1.3132 0.8430 -1.3989 0.1 0.0 0.1
H 0.2117 1.5157 -0.7925 -0.1 -0.1 0.0

---

14
Properties=species:S:1:pos:R:3:forces:R:3 method="wB97M-V/def2-TZVPD" charge=0 homo_lumo_gap_ev=9.9 de_lowest_ev=5.546 multiplicity=1
C 0.0909 -1.9783 0.6150 0.0 -0.1 0.0
C -0.5114 -0.9468 -0.2976 -0.3 0.0 0.3
C -1.4672 -0.0219 -0.2092 0.4 -0.4 -0.2
C -0.3055 0.5859 -0.9251 0.1 0.4 -0.1
C 0.4032 1.7130 -0.1938 0.1 0.0 -0.3
O 0.2311 1.6149 1.1911 -0.2 0.0 0.1
H 0.8786 -1.5333 1.2335 -0.1 -0.1 -0.1
H -0.7058 -2.3296 1.2766 0.1 0.1 -0.1
H 0.5067 -2.8293 0.0678 0.0 0.1 0.1
H 0.4121 -0.6137 -1.0640 0.0 0.0 0.0
H -0.2963 0.6347 -2.0164 0.0 0.0 0.2
H 1.4790 1.7248 -0.3987 -0.2 0.0 0.0
H -0.0242 2.6430 -0.6086 0.1 -0.1 0.1
H -0.6915 1.3365 1.3294 0.1 0.0 0.1

---

96
Properties=species:S:1:pos:R:3:forces:R:3 method="wB97M-V/def2-TZVPD" charge=0 homo_lumo_gap_ev=7.3 de_lowest_ev=6.273 multiplicity=1
C -6.2442 2.6841 -2.1950 4.9 -1.7 -4.9
C -5.4219 2.4010 -3.1978 -3.2 1.5 5.0
C -4.2470 2.2476 -4.3214 -1.0 1.3 0.7
C -3.1166 3.4121 -4.0302 -1.2 0.2 1.2
C -1.8161 2.8156 -3.2917 -0.6 0.5 0.2
C -0.4231 2.8796 -4.1033 -0.7 -1.4 2.4
C 0.6121 3.5554 -3.0195 1.2 -0.2 -1.0
C 0.9581 2.5826 -1.7769 0.1 -0.9 -0.2
C 1.2874 3.3380 -0.3853 -2.0 -0.1 -0.5
S 2.9352 2.8480 0.3259 -0.3 -0.9 -0.4
C 3.2172 0.9974 0.1211 0.6 -1.1 -1.1
S 4.6729 0.5683 -0.6241 -2.0 0.9 1.4
N 2.2728 -0.0460 0.5931 1.1 0.8 -0.4
C 2.8894 -1.0442 1.5093 1.6 -0.8 1.1
C 3.1749 -2.4988 0.8814 -0.3 -0.2 0.6
O 1.8543 -3.0138 0.4452 1.6 1.7 -1.0
C 1.5568 -2.2137 -0.7304 -1.2 -0.7 -1.1
C 1.4280 -0.6287 -0.4882 -0.3 0.4 -1.6
C -0.1010 1.2865 -4.3632 0.7 1.8 -1.0
C 1.1471 1.5049 -5.3900 2.3 -2.9 -0.8
O 2.0809 0.6421 -5.5969 -4.3 4.5 0.7
N 1.0370 2.8664 -6.0180 -0.9 -2.4 1.3
C -0.3569 3.3508 -5.6364 1.3 -1.0 0.4
C -0.5250 4.9088 -6.0126 -1.7 0.5 -0.8
F 0.6206 5.5032 -6.6352 -3.3 -1.4 2.1
F -0.9956 5.6817 -4.8682 1.8 -1.8 -3.3
F -1.6130 4.9746 -6.9918 2.8 0.2 2.4
H -6.7953 2.8583 -1.1996 1.1 -0.4 -2.4
H -4.7390 2.4491 -5.3519 0.8 -0.6 1.8
H -3.7358 1.2195 -4.2730 -1.2 1.5 -0.1
H -3.6367 4.1233 -3.2617 1.0 -1.2 -1.6
H -2.9224 4.0532 -4.9617 -0.1 -1.3 1.3
H -2.0258 1.7101 -3.0011 0.3 1.9 -0.5
H -1.6676 3.3701 -2.2744 -0.3 -0.9 -1.9
H 1.6115 3.7291 -3.5909 -1.6 0.0 1.1
H 0.2419 4.5690 -2.6217 0.3 -1.6 -0.9
H 1.8759 1.9447 -2.1010 -1.6 1.1 0.6
H 0.1087 1.8178 -1.5644 1.3 1.4 -0.4
H 1.2166 4.4830 -0.6051 0.9 -2.0 0.7
H 0.4367 3.1387 0.3911 1.6 0.2 -1.4
H 3.9080 -0.6366 1.9119 -1.9 -0.6 -0.8
H 2.2046 -1.1837 2.4249 0.9 0.1 -1.5
H 3.8906 -2.5156 -0.0198 -1.0 0.4 1.3
H 3.6210 -3.2331 1.6727 -1.0 1.5 -1.2
H 2.2982 -2.4786 -1.5959 -1.0 0.7 1.7
H 0.5168 -2.5825 -1.1177 1.8 0.7 0.8
H 1.7601 -0.1147 -1.4856 -0.7 -1.1 1.7
H 0.3259 -0.3314 -0.3377 1.6 -0.6 0.0
H -1.0550 0.8743 -4.8634 1.7 0.6 0.2
H 0.0506 0.6098 -3.4484 0.4 1.3 -1.4
H 1.2610 2.9017 -7.0275 -0.1 -0.2 1.0
H -1.0253 2.5787 -6.1784 0.0 2.4 0.5
C -6.6961 2.3813 2.5540 0.1 0.0 0.1
C -8.0553 1.7254 2.3371 0.2 -0.1 0.0
N -7.9751 0.3597 1.8262 -0.1 -0.2 -0.3
C -9.2575 -0.1558 1.3477 0.0 0.2 -0.1
C -10.3751 -0.3325 2.3746 -0.2 -0.2 0.0
C -7.1795 -0.5796 2.6137 0.3 0.2 -0.1
C -7.5733 -0.7942 4.0729 0.0 -0.2 0.3
H -6.0939 2.3540 1.6410 0.0 -0.1 0.1
H -6.8309 3.4300 2.8343 0.0 -0.1 0.0
H -6.1334 1.8999 3.3581 0.0 0.0 -0.1
H -8.5937 2.3428 1.6091 -0.1 -0.3 0.0
H -8.6245 1.7749 3.2721 -0.1 0.1 0.1
H -9.0964 -1.1102 0.8346 0.2 0.1 0.1
H -9.6234 0.5218 0.5670 0.1 0.1 0.1
H -10.2048 -1.2031 3.0100 0.0 0.1 0.0
H -11.3237 -0.5021 1.8557 0.1 0.0 0.0
H -10.5043 0.5472 3.0081 0.0 0.0 0.0
H -6.1355 -0.2471 2.5897 -0.1 0.1 0.0
H -7.1593 -1.5523 2.1079 -0.2 0.2 -0.1
H -7.7799 0.1428 4.5953 0.0 0.0 -0.1
H -6.7516 -1.2856 4.6053 -0.1 0.1 -0.1
H -8.4436 -1.4446 4.1671 0.0 0.1 0.1
C 7.3498 -3.5392 1.0016 0.0 -0.1 0.0
C 7.9153 -3.2271 2.3826 -0.2 -0.1 -0.1
N 7.2533 -3.9482 3.4666 -0.2 0.1 0.3
C 7.5923 -3.4366 4.7942 -0.1 0.2 -0.1
C 9.0446 -3.5654 5.2512 0.1 0.0 0.3
C 7.2202 -5.4044 3.3488 -0.2 0.0 -0.3
C 8.5537 -6.1375 3.2287 0.2 -0.3 0.0
H 6.2704 -3.3646 0.9681 0.1 -0.1 0.1
H 7.8166 -2.8910 0.2545 0.0 -0.1 0.1
H 7.5461 -4.5725 0.7034 -0.1 0.1 0.0
H 7.7844 -2.1510 2.5438 0.0 -0.1 0.3
H 8.9950 -3.4136 2.3725 0.2 0.0 -0.1
H 6.9447 -3.9084 5.5413 0.0 -0.1 -0.2
H 7.3240 -2.3737 4.8246 0.0 -0.1 -0.2
H 9.2904 -4.5917 5.5286 0.1 0.1 -0.1
H 9.2019 -2.9516 6.1437 0.0 0.0 -0.1
H 9.7533 -3.2248 4.4939 -0.1 0.0 0.0
H 6.6114 -5.6628 2.4748 0.1 0.1 0.0
H 6.6621 -5.8250 4.1938 0.1 0.3 0.0
H 9.2337 -5.6608 2.5189 -0.1 0.0 0.0
H 8.3793 -7.1585 2.8720 0.0 0.1 0.0
H 9.0587 -6.2219 4.1916 0.1 0.1 -0.1

---

15
Properties=species:S:1:pos:R:3:forces:R:3 method="wB97M-V/def2-TZVPD" charge=0 homo_lumo_gap_ev=10.0 de_lowest_ev=0.000 multiplicity=1
C 0.5669 1.2440 -1.9881 -0.2 0.2 0.0
C -0.6168 0.7599 -1.1451 0.1 0.3 0.0
C -0.1841 0.3357 0.2618 -0.3 -0.3 -0.7
S -1.4762 -0.5156 1.2159 0.0 0.0 0.0
H 0.2182 1.7968 -2.8584 -0.1 0.1 -0.1
H 1.1671 0.4245 -2.3702 0.2 -0.2 0.1
H 1.2075 1.9166 -1.4157 0.1 0.0 0.0
H -1.3611 1.5564 -1.0810 0.0 0.0 0.2
H -1.1257 -0.0471 -1.6610 0.0 -0.3 0.0
H 0.0715 1.2228 0.8267 0.2 0.1 0.3
H 0.6787 -0.3227 0.1985 0.2 0.1 0.1
H -1.6716 -1.5120 0.3409 0.0 0.0 0.0
O 0.7412 -2.0321 3.4820 -0.2 0.2 0.1
H 0.2452 -2.2662 2.6875 0.2 0.1 0.1
H 1.5393 -2.5610 3.5061 0.0 -0.2 -0.2

---

16
Properties=species:S:1:pos:R:3:forces:R:3 method="wB97M-V/def2-TZVPD" charge=0 homo_lumo_gap_ev=8.9 de_lowest_ev=6.683 multiplicity=1
C 1.0964 2.0232 -0.6368 0.5 1.4 1.4
C 0.5024 1.4570 0.3923 -0.8 -4.0 -3.4
C 0.2678 -1.2479 -0.9676 -2.7 -2.1 -0.9
C 0.0550 -1.2737 1.2484 -1.4 -1.2 0.4
C -0.4121 -0.4057 0.1410 4.4 2.8 -1.1
N -1.7367 0.1553 0.0354 1.3 -0.1 -0.9
O -2.2712 0.5296 1.0387 -0.9 0.0 1.4
O -2.0950 0.3772 -1.0916 -1.0 0.0 -1.1
S 1.0932 -2.3979 0.1934 -0.3 0.9 1.1
H 1.6719 2.9611 -0.5761 -0.4 -0.1 1.0
H 1.1993 1.8087 -1.6682 -0.8 -1.4 -0.8
H 0.4068 1.4813 1.4228 0.0 0.9 1.7
H -0.4916 -1.8778 -1.5866 1.1 1.4 0.9
H 1.0658 -0.9446 -1.5854 0.3 1.5 -1.0
H 0.4526 -0.7773 2.1008 0.6 0.2 0.7
H -0.8045 -1.8685 1.5395 -0.1 -0.1 0.6

---

Q: Which value of multiplicity does entry 2 give?
A: 1

---

Q: Look up the multiplicity of the fifth one.
A: 1

---

Q: Which value of multiplicity does entry 2 give?
A: 1